[1]
# C6H9N3OS

An isolated molecule of C6H9N3OS (ωB97M-V with the def2-TZVPD basis set, the Open Molecules 2025 dataset).

Atoms and positions in Å:
N -3.3512 -0.8216 0.3620
C -2.2753 -0.1805 -0.1275
O -2.1799 0.3388 -1.2315
N -1.2037 -0.4494 0.7106
C 0.3335 -0.4789 0.2629
S 0.7116 -2.1270 -0.1808
C 0.4804 0.5480 -0.9057
C 1.8183 1.1132 -0.9935
C 2.6072 1.1175 0.0984
C 2.1094 0.5503 1.3171
N 1.0620 -0.1850 1.4132
H -3.3632 -1.2520 1.3181
H -4.1878 -0.6077 -0.0030
H -1.3922 -0.8037 1.6130
H 0.4981 -2.0780 -1.5357
H -0.3604 1.2579 -0.7271
H 0.1762 0.0722 -1.9567
H 2.2175 1.7613 -1.7629
H 3.7040 1.3880 0.1120
H 2.5953 0.8365 2.2172

Cartesian forces (eV/Å) of the 3 atoms listed first:
N 1.119 -1.469 3.006
C 2.496 -1.545 0.088
O -0.927 0.106 0.530

Summary:
ΔE to the lowest compared entry with this formula, charge and spin = 77.0 kJ/mol
DFT total energy = -23719.5563 eV
LUMO = 0.0061 hartree
multiplicity = 1
SMILES = NC(=O)N[C@@]1(S)CC=CC=N1
total charge = 0
orbital gap = 9.03 eV


[2]
# C6H9N3S

A 2-piece molecular cluster, C6H9N3S overall (ωB97M-V with the def2-TZVPD basis set, the Open Molecules 2025 dataset).

Atoms and positions in Å:
C -0.4896 -1.9109 0.2564
N 0.2960 -0.7388 0.3117
C 0.0235 0.1974 1.1039
S 0.7181 1.7369 1.0544
C 1.8917 1.4264 -0.3022
H -1.1795 -1.9833 1.2750
H -1.3140 -1.6886 -0.5078
H 0.0682 -2.8716 0.0230
H -0.8414 0.0673 1.7621
H 1.3958 1.7280 -1.1875
H 1.9817 0.4127 -0.2841
H 2.9192 1.9442 -0.1734
N -3.6268 0.2581 1.5792
C -2.9720 0.7349 0.7677
C -2.1522 1.4276 -0.0777
C -1.8236 0.8472 -1.2225
N -1.8216 0.3186 -2.2903
H -1.8772 2.3792 0.1129
H -1.1172 -0.3257 -2.7725

Cartesian forces (eV/Å) of the 3 atoms listed first:
C -3.289 -0.512 1.704
N 1.512 0.085 -0.706
C -1.173 -1.694 -0.027

Summary:
ΔE to the lowest compared entry with this formula, charge and spin = 303.4 kJ/mol
DFT total energy = -21669.7529 eV
LUMO = 0.0210 hartree
multiplicity = 1
SMILES = C/N=C/SC.N#CC=C=N
total charge = 0
orbital gap = 9.42 eV